Entry 1:
Below is a molecular structure, C13H8CuF3N6S2, with properties calculated with ωB97M-V/def2-TZVPD.

Geometry as XYZ:
```
33
Properties=species:S:1:pos:R:3:forces:R:3
Cu -0.7110 1.5997 0.4795 -0.0461 0.2964 0.0551
C -1.1126 2.7845 -4.8659 0.0765 0.1743 -0.1102
S -2.6209 2.4204 -3.9538 0.0048 -0.1582 0.0395
C -1.8619 1.8942 -2.3916 -0.0910 0.0717 -0.1399
S -0.9371 3.0144 -1.5292 0.1251 -0.0609 0.0751
N -2.1534 0.6554 -2.1239 0.0468 -0.0398 0.2542
N -1.6921 0.2386 -0.8790 -0.0559 -0.1270 -0.3538
C -1.4971 -1.0213 -0.8216 0.0356 0.0118 0.1205
C -1.0311 -1.6565 0.4210 -0.0167 0.0239 -0.0548
C -0.3218 -2.8546 0.3660 0.0506 0.0313 0.0823
C 0.2365 -3.3471 1.5346 -0.0098 0.0117 -0.0412
C 0.0378 -2.6489 2.7137 0.0253 -0.0018 0.0379
C -0.7333 -1.4927 2.6758 0.0245 -0.0233 -0.0019
N -1.2602 -1.0088 1.5631 -0.0412 -0.0401 -0.0043
H -1.4082 3.2226 -5.8206 -0.0045 -0.0091 -0.0068
H -0.5358 1.8785 -5.0522 -0.0266 -0.0133 0.0313
H -0.5022 3.4983 -4.3148 -0.0302 -0.0136 0.0319
H -1.6006 -1.6340 -1.7172 -0.0735 0.0078 -0.0024
H -0.1604 -3.3484 -0.5842 -0.0091 0.0104 -0.0157
H 0.8546 -4.2356 1.5196 0.0054 0.0020 0.0075
H 0.5005 -2.9706 3.6367 -0.0006 -0.0078 0.0048
H -0.9144 -0.9052 3.5697 0.0031 -0.0011 0.0038
N 1.2005 0.5740 0.4618 0.0400 -0.0286 -0.0168
C 2.2029 0.0095 0.5696 -0.1111 0.1230 -0.0297
C 3.4245 -0.6779 0.6999 -0.1618 -0.0599 0.0423
C 4.5510 -0.2939 -0.0466 0.1653 0.0280 -0.1097
N 5.4924 0.0009 -0.6536 -0.0042 0.0040 0.0116
C 3.5095 -1.7919 1.5539 0.0819 -0.1141 0.0918
N 3.5980 -2.7135 2.2509 -0.0144 -0.0063 -0.0062
F -1.0954 1.6542 3.3882 0.0042 -0.0355 0.0423
C -1.0687 2.4992 2.2626 0.0371 -0.1103 -0.0183
F -0.1272 3.4530 2.6626 0.0276 0.0357 0.0023
F -2.2629 3.2037 2.4250 -0.0570 0.0187 -0.0225
```
Forces are in eV/Å.

Output
* frontier orbital gap: 5.7 eV
* E_tot: -97014.663 eV
* energy relative to the best compared isomer or geometry (same formula, charge and spin): 0.0 kJ/mol
* LUMO: 4.5 eV
* charge: -2
* HOMO level: -1.179 eV

The natural (NBO) scheme yields these atomic charges, measured in e:
1. Cu 0.71
2. C -0.75
3. S 0.16
4. C -0.08
5. S -0.36
6. N -0.44
7. N -0.29
8. C 0.03
9. C 0.16
10. C -0.25
11. C -0.17
12. C -0.27
13. C 0.05
14. N -0.40
15. H 0.20
16. H 0.21
17. H 0.24
18. H 0.16
19. H 0.21
20. H 0.21
21. H 0.21
22. H 0.21
23. N -0.48
24. C 0.37
25. C -0.62
26. C 0.33
27. N -0.46
28. C 0.34
29. N -0.47
30. F -0.43
31. C 0.51
32. F -0.42
33. F -0.42

Entry 2:
Below is 2 unconnected molecules or ions with the total composition C13H8N7O4 in a non-equilibrium geometry, with properties calculated with ωB97M-V/def2-TZVPD.

Geometry as XYZ:
```
32
Properties=species:S:1:pos:R:3:forces:R:3
C 0.5592 0.6051 -1.5754 -0.1923 0.2586 -0.2608
N -0.3953 1.0820 -2.4485 0.3284 0.2054 -0.5535
O -0.7091 2.3211 -2.4425 0.5398 -0.8811 0.3510
O -0.9084 0.3075 -3.2992 -0.0209 0.8386 0.5649
C 0.8173 -0.7970 -1.4574 -0.0515 -0.3637 0.1556
C -0.1564 -1.7751 -1.7838 0.2597 -0.6064 0.1128
C 0.0567 -3.1145 -1.4825 -0.1835 0.4247 -0.0398
C 1.2478 -3.5329 -0.8731 0.1618 0.0340 -0.1579
C 1.4250 -4.9079 -0.4964 0.3419 -1.8685 0.3953
N 1.5694 -6.0287 -0.1872 -0.2792 2.1026 -0.5555
C 2.2695 -2.5924 -0.6499 -0.0306 0.1010 0.2053
C 2.0555 -1.2490 -0.9169 -0.3896 0.0629 -0.0427
H 1.1716 1.3272 -1.0280 -0.3632 -0.3650 -0.7802
H -1.0720 -1.4513 -2.2688 0.2444 -0.2213 0.2284
H -0.7209 -3.8433 -1.7164 0.2237 0.1535 0.1369
H 3.2234 -2.9401 -0.2477 -0.2797 0.1720 -0.0562
H 2.8213 -0.4938 -0.7145 -0.1490 -0.3808 -0.0318
O 1.9015 2.7652 0.1652 -0.6497 -0.0932 2.6474
N 1.5333 2.6132 1.3614 2.4302 1.0520 -0.9917
C 0.2099 2.1280 1.5778 -1.3355 -0.4021 -0.1717
C -0.6325 2.0804 0.4856 0.1003 0.0050 0.4622
N -1.8887 1.6011 0.6990 -0.7794 -0.2393 0.3948
N -2.8680 1.4161 -0.2458 -0.5519 -0.2303 0.6990
N -3.9124 0.9749 0.3935 1.8027 0.5064 0.6307
N -3.6820 0.8600 1.7392 1.1049 0.4551 -0.2928
C -2.4060 1.2542 1.9332 -0.8169 -0.1046 -1.3382
C -1.5568 1.3663 3.0638 0.2072 -0.0197 -0.0570
C -0.2483 1.7400 2.8731 -0.3206 0.0025 0.1830
O 2.2717 2.8816 2.3348 -1.5102 -0.6720 -1.4244
H -0.4218 2.4816 -0.4932 -0.0765 0.0602 -0.4233
H -2.0273 1.1500 4.0161 0.4813 -0.0816 0.0478
H 0.4727 1.7708 3.6846 -0.2461 0.0949 -0.0374
```
Forces are in eV/Å.

Output
* frontier orbital gap: 5.3 eV
* E_tot: -32225.752 eV
* energy relative to the best compared isomer or geometry (same formula, charge and spin): 0.0 kJ/mol
* LUMO: 1.1 eV
* charge: -1
* HOMO level: -4.213 eV

The natural (NBO) scheme yields these atomic charges, measured in e:
1. C -0.30
2. N 0.46
3. O -0.55
4. O -0.52
5. C -0.02
6. C -0.17
7. C -0.18
8. C -0.26
9. C 0.31
10. N -0.39
11. C -0.16
12. C -0.24
13. H 0.23
14. H 0.25
15. H 0.21
16. H 0.21
17. H 0.21
18. O -0.38
19. N 0.51
20. C -0.06
21. C 0.12
22. N -0.20
23. N -0.04
24. N -0.03
25. N -0.32
26. C 0.30
27. C -0.25
28. C -0.16
29. O -0.39
30. H 0.31
31. H 0.24
32. H 0.25

Entry 3:
Below is a molecular structure, C13H9BrO4V, with properties calculated with ωB97M-V/def2-TZVPD.

Geometry as XYZ:
```
28
Properties=species:S:1:pos:R:3:forces:R:3
V -0.3932 -1.3374 -1.2393 -0.0059 -0.0745 0.0121
Br -0.1020 1.1674 -2.3459 0.0174 0.0025 0.0175
C 0.1892 2.0395 -0.6645 -0.0066 -0.0191 0.0016
C 0.3216 3.4309 -0.6685 -0.0031 0.0213 -0.0039
C 0.5371 4.0598 0.5503 0.0012 -0.0235 0.0064
C 0.6178 3.3170 1.7208 0.0000 0.0121 -0.0098
C 0.4816 1.8970 1.7177 -0.0073 -0.0037 0.0307
C 0.5630 1.1325 2.8879 -0.0033 -0.0048 -0.0243
C 0.4285 -0.2652 2.8416 0.0078 -0.0072 0.0258
C 0.2070 -0.9062 1.6378 -0.0045 -0.0046 -0.0077
C 0.0979 -0.2182 0.4055 -0.0300 -0.0014 -0.0374
C 0.2491 1.2097 0.4643 0.0326 0.0508 -0.0299
H 0.2601 3.9889 -1.5934 0.0005 0.0006 0.0009
H 0.6462 5.1397 0.5828 -0.0013 0.0013 -0.0024
H 0.7904 3.8144 2.6707 0.0000 -0.0018 0.0007
H 0.7367 1.6418 3.8321 0.0014 -0.0014 0.0024
H 0.5003 -0.8433 3.7591 -0.0006 0.0004 -0.0021
H 0.1068 -1.9875 1.6293 0.0023 0.0000 0.0141
O 1.8346 -3.9421 -3.2819 0.0018 -0.0125 -0.0002
C 1.1352 -3.3246 -2.5024 -0.0206 0.0321 0.0198
O 0.8321 -2.0620 -2.6026 0.0161 0.0158 -0.0065
C 0.4890 -4.0201 -1.2444 0.0053 -0.0194 0.0072
O 0.6939 -5.2019 -1.0190 0.0052 0.0049 -0.0104
O -0.2393 -3.2225 -0.5421 -0.0090 0.0307 -0.0169
C -2.4531 -1.3593 -1.7099 -0.0109 0.0042 0.0045
H -3.0039 -1.1500 -0.7828 0.0056 -0.0026 0.0035
H -2.7454 -2.3643 -2.0401 0.0056 -0.0023 -0.0004
H -2.7811 -0.6339 -2.4633 0.0002 0.0021 0.0045
```
Forces are in eV/Å.

Output
* frontier orbital gap (alpha / beta): 3.5 / 6.4 eV
* 2S+1: 4
* E_tot: -117548.231 eV
* LUMO (alpha / beta): 5.1 / 5.0 eV
* charge: -2
* ⟨S²⟩: 3.794
* HOMO level (alpha / beta): 1.606 / -1.327 eV

The natural (NBO) scheme yields these atomic charges, measured in e:
1. V 1.32
2. Br 0.08
3. C -0.13
4. C -0.34
5. C -0.24
6. C -0.31
7. C -0.06
8. C -0.31
9. C -0.28
10. C -0.23
11. C -0.53
12. C 0.01
13. H 0.20
14. H 0.18
15. H 0.17
16. H 0.17
17. H 0.18
18. H 0.21
19. O -0.65
20. C 0.67
21. O -0.78
22. C 0.67
23. O -0.67
24. O -0.76
25. C -1.15
26. H 0.20
27. H 0.19
28. H 0.18